(1)
This record from OMol25 describes C7H10O in the gas phase. The level of theory is the ωB97M-V functional and the def2-TZVPD basis.

```
18
Properties=species:S:1:pos:R:3:lowdin_charge:R:1
O 1.245 -1.568 0.008 -0.178
C 1.580 1.013 -0.209 -0.022
C -0.097 -1.112 0.251 -0.217
C -1.637 -1.436 -0.149 -0.092
C 2.183 -0.458 -0.285 -0.180
C -1.220 1.162 -0.220 -0.135
C 0.188 1.567 0.111 -0.102
C -2.018 0.018 -0.236 -0.110
H 2.945 -0.509 0.548 0.101
H -2.043 1.843 0.039 0.098
H -1.626 -1.819 -1.180 0.125
H 3.055 -0.838 -1.114 0.167
H -0.195 -0.049 -0.190 0.006
H 0.509 2.674 0.436 0.116
H -2.012 -1.871 0.727 0.086
H -3.022 0.254 -0.112 0.074
H 2.229 1.902 0.182 0.098
H -0.064 -0.773 1.390 0.166
```

gap between HOMO and LUMO = 8.31 eV
E_HOMO = -8.4 eV
total charge = 0
LUMO = -0.05 eV
SMILES = C1=C\CCOC\C=C/1

---

(2)
This record from OMol25 describes 2 unconnected molecules or ions with the total composition C4H12. The level of theory is the ωB97M-V functional and the def2-TZVPD basis.

```
16
Properties=species:S:1:pos:R:3:lowdin_charge:R:1
C -1.104 1.971 -0.405 -0.210
C 0.102 2.721 -0.930 -0.150
C 0.375 -2.299 0.009 -0.221
C 0.659 -2.251 1.442 -0.194
H 0.249 -1.295 1.791 0.072
H -0.362 -1.616 -0.327 0.026
H 1.566 -2.479 1.861 0.030
H 1.298 -1.908 -0.693 0.116
H -0.070 2.348 -2.067 0.098
H -1.330 1.046 -1.023 0.076
H 0.067 -3.348 -0.284 0.079
H -0.837 1.590 0.560 0.037
H 0.067 -3.179 1.741 0.092
H -2.094 2.376 -0.275 0.054
H 0.235 3.642 -1.221 -0.021
H 1.016 1.966 -0.762 0.116
```

gap between HOMO and LUMO = 11.57 eV
E_HOMO = -10.6 eV
total charge = 0
LUMO = 1.01 eV
SMILES = CC.CC

---

(3)
This record from OMol25 describes C7H7NO2 in the gas phase. The level of theory is the ωB97M-V functional and the def2-TZVPD basis.

```
17
Properties=species:S:1:pos:R:3:lowdin_charge:R:1
O -1.276 -0.094 -0.113 -0.039
O 0.855 -2.477 -0.165 0.081
N -2.224 -0.968 0.145 0.019
C -3.509 -0.351 0.042 -0.105
C 2.811 0.474 0.145 -0.082
C 0.048 -0.162 -0.099 -0.119
C 1.861 1.495 -0.109 -0.077
C 0.550 1.172 -0.225 -0.022
C 1.047 -1.275 -0.010 -0.342
C 2.415 -0.812 0.209 -0.012
H -4.237 -1.156 0.066 0.079
H 3.849 0.744 0.279 0.106
H 2.180 2.523 -0.185 0.106
H -3.616 0.231 -0.879 0.085
H -0.193 1.943 -0.369 0.119
H -3.686 0.323 0.887 0.087
H 3.124 -1.610 0.380 0.117
```

gap between HOMO and LUMO (spin up / spin down) = 8.09 / 7.05 eV
E_HOMO (spin up / spin down) = -8.4 / -8.6 eV
total charge = 0
LUMO (spin up / spin down) = -0.31 / -1.55 eV

---

(4)
This record from OMol25 describes C5H10O2 in the gas phase. The level of theory is the ωB97M-V functional and the def2-TZVPD basis.

```
17
Properties=species:S:1:pos:R:3:lowdin_charge:R:1
O -1.001 0.283 1.192 -0.076
O 0.199 0.587 -0.723 -0.051
C -0.606 -0.985 0.685 -0.133
C 0.680 2.024 1.140 -0.009
C 0.406 -1.683 -1.523 -0.038
C -0.459 -0.675 -0.811 -0.367
C -0.384 1.270 0.368 -0.414
H 1.402 1.306 1.540 0.088
H 0.217 2.562 1.972 0.085
H -1.169 1.955 0.004 0.155
H -0.114 -2.648 -1.528 0.088
H 0.391 -1.286 1.044 0.128
H 1.205 2.744 0.503 0.085
H -1.412 -0.528 -1.350 0.156
H 1.345 -1.789 -0.972 0.085
H -1.322 -1.743 1.011 0.133
H 0.622 -1.393 -2.553 0.084
```

gap between HOMO and LUMO = 10.83 eV
E_HOMO = -9.7 eV
total charge = 0
LUMO = 1.12 eV
SMILES = C[C@@H]1OC[C@H](C)O1

---

These records have energy relative to the best compared isomer or geometry (same formula, charge and spin) values of 812.0; 263.1; 459.5; 127.8 kJ/mol, in the order they appear.